Entry 1:
{
  "formula": "C21H58BaF3N4O23S",
  "method": "ωB97M-V with the def2-TZVPD basis set",
  "homo_energy_ha": -0.22153,
  "total_charge": -1,
  "homo_lumo_gap_ev": 7.8471,
  "species": ["Ba", "N", "O", "O", "O", "N", "O", "O", "O", "C", "F", "F", "F", "S", "O", "O", "O", "C", "C", "C", "O", "C", "N", "H", "H", "H", "H", "H", "H", "H", "H", "H", "H", "H", "C", "C", "C", "O", "C", "N", "H", "H", "H", "H", "H", "H", "H", "H", "H", "H", "H", "C", "C", "O", "O", "H", "H", "H", "H", "H", "H", "C", "C", "O", "O", "H", "H", "H", "H", "H", "H", "C", "C", "O", "O", "H", "H", "H", "H", "H", "H", "C", "C", "O", "O", "H", "H", "H", "H", "H", "H", "C", "C", "O", "O", "H", "H", "H", "H", "H", "H", "C", "C", "O", "O", "H", "H", "H", "H", "H", "H"],
  "coordinates": [[0.24087, -0.65449, -0.48118], [1.71539, 1.28787, 2.64113], [1.56760, 0.55481, 1.68316], [0.94020, 2.19644, 2.76651], [2.48831, 1.00127, 3.51304], [-3.49447, -1.55382, -1.36834], [-3.78915, -0.69633, -2.14794], [-4.29682, -2.41575, -1.02476], [-2.39539, -1.60068, -0.85571], [4.26952, -3.65125, 0.38958], [4.01162, -4.04835, -0.90266], [3.52175, -4.32850, 1.27949], [5.56242, -3.96667, 0.54737], [3.85710, -1.91886, 0.64841], [5.02038, -1.14494, 0.17044], [2.56924, -1.75258, -0.06218], [3.68795, -1.73797, 2.10478], [-0.75217, -2.95130, 3.62022], [-0.20778, -2.51445, 2.28979], [-0.15546, -3.67494, 1.25969], [0.03761, -3.26706, -0.05845], [0.31504, -4.28285, -0.97706], [-1.02972, -1.38853, 1.83839], [-0.79739, -2.07890, 4.27211], [-0.10658, -3.74175, 4.00301], [-1.74936, -3.37927, 3.51752], [0.79897, -2.10374, 2.36651], [-1.07466, -4.26039, 1.28004], [0.68993, -4.32094, 1.49658], [1.34430, -4.59765, -0.80491], [0.21572, -3.92949, -2.00340], [-0.30785, -5.17238, -0.88304], [-1.16852, -0.61502, 2.47285], [-1.96723, -1.74078, 1.70765], [6.07961, 2.46097, -0.44837], [5.55176, 3.62764, 0.30652], [3.93976, 3.65555, 0.45589], [3.32770, 3.32095, -0.77819], [1.95050, 3.68349, -0.75119], [6.14522, 3.64401, 1.55942], [5.75445, 2.47903, -1.48858], [5.59186, 1.59984, 0.00843], [7.16172, 2.41920, -0.32429], [5.83249, 4.51572, -0.25972], [3.75605, 4.71363, 0.64243], [3.67340, 3.01173, 1.29414], [1.43118, 3.48910, -1.68959], [1.86801, 4.73453, -0.47441], [1.44554, 3.23737, 0.10561], [5.58651, 4.15682, 2.22649], [7.05599, 4.08018, 1.57883], [-2.57759, 2.40965, -3.60355], [-1.20325, 1.75668, -3.32928], [-1.23438, 0.72898, -2.42411], [-3.33036, 1.42871, -4.33036], [-2.48946, 3.27649, -4.25846], [-3.04885, 2.73854, -2.67735], [-0.55104, 2.49430, -2.86166], [-0.75519, 1.43827, -4.27053], [-1.95462, 0.18298, -2.74773], [-3.61661, 0.89749, -3.58373], [-1.76228, -2.48367, -5.00550], [-1.60256, -3.70707, -5.89380], [-2.39396, -3.60592, -7.00463], [-0.84250, -1.39883, -5.33773], [-1.74134, -2.73420, -3.94489], [-2.79431, -2.14071, -5.07901], [-1.87361, -4.58163, -5.30238], [-0.52909, -3.83712, -6.03108], [-3.30623, -3.45858, -6.74451], [-1.23506, -0.79626, -5.97366], [-5.03701, -0.71895, 3.52616], [-4.82265, -1.43195, 2.18608], [-3.61743, -2.08681, 1.87081], [-4.24398, 0.49920, 3.60475], [-4.87637, -1.48615, 4.28359], [-6.08925, -0.44857, 3.61435], [-5.11322, -0.69893, 1.43352], [-5.55019, -2.24342, 2.20348], [-3.76993, -2.41667, 0.98226], [-3.30536, 0.32389, 3.50548], [2.22842, -1.09760, -3.22808], [2.46030, 0.39557, -3.08849], [2.18338, 0.92188, -1.80016], [0.80072, -1.43370, -3.11603], [2.67245, -1.67422, -2.41663], [2.63026, -1.31525, -4.21764], [1.81614, 0.94598, -3.77420], [3.48155, 0.70375, -3.31251], [2.49497, 1.82981, -1.78704], [0.39227, -1.46969, -3.98406], [-2.80861, 3.25640, 1.06199], [-2.32971, 1.73619, 0.64851], [-0.92947, 1.59054, 0.47202], [-1.94776, 4.12641, 0.32254], [-2.64727, 3.54065, 2.10183], [-3.87329, 3.27159, 0.82891], [-2.76691, 1.45447, -0.30941], [-2.74176, 1.01343, 1.35273], [-0.69493, 2.44127, 0.84997], [-2.34146, 4.94981, 0.02487], [-1.00969, 0.80333, 5.05712], [-1.04038, 2.17289, 5.64930], [0.17861, 2.92271, 5.45915], [-1.38029, 0.87133, 3.68791], [-1.78990, 0.22276, 5.54938], [-0.09799, 0.21276, 5.14727], [-1.22362, 2.19005, 6.72365], [-1.87525, 2.69650, 5.18354], [0.45054, 2.96787, 4.53958], [-0.73673, 1.47228, 3.30543]],
  "forces_ev_per_angstrom": [[0.2, 0.7, 0.3], [0.6, -3.1, 0.7], [0.2, -1.6, -2.9], [-3.1, 4.9, 0.5], [1.9, 0.1, 1.6], [-0.4, -1.9, 1.6], [-0.9, 2.7, -2.8], [-1.7, -1.0, 0.3], [3.0, 0.4, 0.7], [0.4, -0.8, -0.9], [-0.5, 0.1, 1.0], [0.3, -0.6, -0.8], [-0.4, 0.2, 0.6], [0.7, 4.4, 2.9], [-1.7, -1.5, -0.6], [1.4, -0.8, -0.3], [0.2, -1.3, -2.1], [0.6, -1.0, 0.1], [0.0, 1.1, -0.6], [-0.1, -0.2, 0.8], [-0.6, 1.1, -0.8], [0.7, -0.5, 0.0], [-0.2, -0.5, -1.6], [0.1, -0.3, 0.2], [0.0, 0.0, 0.6], [-0.1, 0.1, -0.1], [0.3, -0.3, 0.3], [-0.3, -0.2, 0.3], [0.0, -0.2, 0.5], [0.2, -0.2, -0.2], [0.0, 0.4, 0.2], [-0.4, 0.0, 0.3], [0.8, -0.1, 0.6], [0.0, 0.2, -0.2], [-0.9, -0.9, -0.2], [-2.0, 0.6, -2.2], [2.8, 0.3, -0.7], [-0.4, -0.1, -0.1], [0.1, 0.8, 1.3], [0.5, 0.3, 3.0], [0.3, 0.1, -0.1], [0.5, -0.5, -0.1], [0.0, -0.2, -0.3], [-0.3, 0.5, -0.3], [-0.5, 0.1, 0.5], [-0.4, -0.1, -0.1], [0.3, -0.1, 0.0], [0.0, 0.5, -0.5], [-0.2, -0.8, -0.2], [-0.1, 0.0, 0.3], [0.1, -0.1, -0.2], [1.2, -0.6, -0.9], [0.5, 2.6, -0.1], [-0.7, -0.9, 0.3], [-0.3, 0.5, 0.9], [0.3, 0.0, 0.0], [-0.2, -0.2, 0.1], [0.2, 0.3, -0.2], [0.0, 0.0, -0.3], [-0.3, -1.0, 0.6], [-0.8, -0.9, -0.3], [-0.4, 0.6, -0.1], [0.4, 0.2, 2.7], [0.0, -0.1, -2.2], [-0.4, -1.0, 0.5], [1.0, 0.1, 0.1], [-0.1, 0.3, -0.3], [-0.2, -0.2, 0.2], [-0.1, 0.1, -1.1], [0.0, 0.0, 0.1], [-0.2, -0.1, 0.0], [1.9, 0.0, -0.9], [-1.9, -0.1, 0.1], [-0.2, 0.5, 1.0], [-1.5, -0.9, 0.5], [0.6, 0.4, 0.7], [0.1, 0.2, -0.3], [0.2, -0.1, -0.4], [-0.7, 0.1, -0.2], [0.1, -0.3, -0.8], [0.4, -0.2, 0.0], [-1.0, 0.5, 0.4], [0.0, 0.9, 0.3], [-0.5, -0.7, 0.1], [1.3, 0.0, 0.1], [0.5, 0.2, -0.3], [-0.1, -0.6, 0.0], [-0.2, -0.2, -0.6], [0.3, -0.6, -0.3], [0.4, -0.1, 0.4], [-0.2, 0.4, -0.4], [1.3, -1.9, -0.7], [-1.5, 0.8, -0.1], [-1.0, 1.2, 0.8], [0.0, -0.1, -0.6], [-0.2, -0.7, 0.3], [0.0, 0.4, -0.2], [-0.4, 0.4, -0.2], [0.2, 0.1, 0.4], [1.7, 0.0, 0.1], [-0.3, -0.1, 0.3], [-0.9, -0.9, 0.2], [1.4, 1.2, 0.0], [-0.8, -0.1, 1.0], [-0.4, -0.2, 0.1], [-0.2, -0.1, 0.0], [0.4, 0.5, 0.3], [0.2, -0.3, 0.0], [-0.2, 0.1, -0.1], [0.1, -0.4, -0.5], [0.6, 0.3, -0.9]]
}

---

Entry 2:
{
  "formula": "C21H58O8",
  "method": "ωB97M-V with the def2-TZVPD basis set",
  "smiles": "CC(C)O.CC(C)O.CC(C)O.CC(C)O.CC(C)O.CCO.CCO.CCO",
  "homo_energy_ha": -0.36331,
  "homo_lumo_gap_ev": 10.2101,
  "species": ["C", "C", "C", "O", "H", "H", "H", "H", "H", "H", "H", "H", "C", "C", "C", "O", "H", "H", "H", "H", "H", "H", "H", "H", "C", "C", "C", "O", "H", "H", "H", "H", "H", "H", "H", "H", "C", "C", "C", "O", "H", "H", "H", "H", "H", "H", "H", "H", "C", "C", "C", "O", "H", "H", "H", "H", "H", "H", "H", "H", "C", "C", "O", "H", "H", "H", "H", "H", "H", "C", "C", "O", "H", "H", "H", "H", "H", "H", "C", "C", "O", "H", "H", "H", "H", "H", "H"],
  "coordinates": [[2.60773, 7.35480, -6.06645], [1.63648, 6.90010, -4.88355], [2.16696, 5.92402, -3.81608], [1.11720, 8.09759, -4.41852], [3.41862, 7.96191, -5.66400], [2.18064, 7.87609, -6.92316], [3.14760, 6.45987, -6.37584], [0.82896, 6.37412, -5.39284], [2.91478, 5.23860, -4.21490], [1.29570, 5.36700, -3.47152], [2.58271, 6.39738, -2.92659], [0.18812, 8.06641, -4.65819], [-1.36724, -8.88823, 0.85887], [-2.62346, -7.97223, 0.97582], [-2.84837, -7.31371, 2.31863], [-2.56960, -6.78179, 0.16040], [-1.21347, -9.21216, -0.17046], [-1.41693, -9.85125, 1.36703], [-0.53745, -8.32009, 1.27931], [-3.52786, -8.56010, 0.81906], [-2.45904, -8.05609, 3.01534], [-3.88380, -6.97334, 2.33048], [-2.25669, -6.42991, 2.55717], [-2.41244, -7.01817, -0.75668], [-6.92176, -1.62558, -3.12156], [-7.12925, -0.16969, -2.77336], [-6.27540, 0.86340, -3.53819], [-8.55202, 0.03025, -3.05321], [-5.94693, -2.09919, -3.00532], [-6.97598, -1.70940, -4.20698], [-7.62328, -2.31681, -2.65448], [-7.09376, 0.01251, -1.69928], [-6.34747, 0.64892, -4.60445], [-5.27564, 0.92094, -3.10777], [-6.74875, 1.83694, -3.41063], [-8.94461, 0.90085, -2.95560], [0.32978, -4.58866, -7.60591], [-0.98014, -4.70299, -6.99793], [-2.01954, -5.39379, -7.83262], [-0.87064, -5.59450, -5.81929], [0.68044, -5.57631, -7.90539], [1.05074, -4.19734, -6.88814], [0.28938, -3.89633, -8.44682], [-1.44302, -3.80853, -6.58107], [-2.82991, -5.75288, -7.19822], [-1.62796, -6.28278, -8.32705], [-2.50677, -4.79778, -8.60429], [0.05659, -5.60582, -5.57086], [8.27954, 6.03038, 5.02976], [7.29880, 4.88956, 4.87458], [6.78366, 4.75804, 3.44915], [8.01368, 3.75030, 5.12697], [9.26496, 5.70211, 4.69918], [8.50189, 6.16903, 6.08779], [7.93463, 6.98085, 4.62264], [6.43894, 4.88977, 5.54446], [6.30151, 5.60414, 2.95952], [6.05601, 3.97231, 3.24603], [7.60452, 4.38767, 2.83506], [8.19360, 3.74874, 6.06996], [2.18025, -0.62406, 0.18603], [1.47506, -1.46985, -0.85249], [0.13099, -1.31210, -0.53595], [1.85093, -0.64279, 1.22492], [1.91829, 0.42041, 0.01709], [3.25231, -0.78062, 0.06648], [1.51867, -2.55878, -0.83156], [1.61313, -1.02120, -1.83623], [-0.18961, -2.20004, -0.36169], [1.83430, -0.96190, 8.75178], [1.21402, -0.77589, 10.13129], [2.15934, -0.90390, 11.18099], [1.06142, -0.95092, 7.98325], [2.40676, -1.88648, 8.67730], [2.44636, -0.08814, 8.52809], [0.28937, -1.27877, 10.41453], [0.95201, 0.27127, 10.28263], [1.69254, -0.73932, 12.00355], [-2.25824, 4.25402, 2.72586], [-2.19520, 3.05473, 3.66783], [-2.79932, 3.40706, 4.84826], [-3.28616, 4.49899, 2.45855], [-1.75268, 4.18941, 1.76235], [-1.82630, 5.13648, 3.19787], [-1.19765, 2.75313, 3.98727], [-2.69421, 2.26454, 3.10686], [-3.73177, 3.32581, 4.63488]],
  "forces_ev_per_angstrom": [[0.9, -1.6, 1.6], [1.2, 0.0, -2.8], [-0.2, 0.6, -0.1], [-1.1, 0.8, 1.3], [-0.2, 0.4, 0.2], [-0.4, -0.2, 0.3], [-0.1, -0.1, -0.6], [-0.1, -0.3, -0.1], [-0.1, 0.0, -0.1], [0.2, -0.3, 0.1], [0.1, 0.3, -0.2], [-0.1, 0.5, 0.3], [-0.7, 0.7, 0.0], [0.5, 0.9, 0.2], [0.8, -0.7, 0.5], [0.2, -0.9, -0.7], [0.3, 0.5, -0.2], [-0.5, 0.2, 0.5], [0.3, -0.2, -0.4], [-0.1, -0.1, -0.6], [-1.1, 0.0, 0.9], [0.0, -0.5, 0.7], [0.3, 0.0, -0.7], [0.0, -0.1, -0.2], [0.6, -0.6, -1.0], [-1.3, 1.0, 0.5], [-1.0, -0.5, 0.6], [-0.1, -1.0, -0.7], [0.4, 0.7, 0.8], [-0.7, 0.0, -0.2], [-0.2, 0.4, 0.0], [0.7, -0.1, 0.2], [0.5, -0.1, 0.0], [0.1, -0.1, -0.5], [0.1, 0.1, 0.2], [0.8, 0.3, 0.2], [1.4, 0.7, -0.6], [-2.1, -1.6, 2.2], [-0.8, -0.5, -0.7], [0.1, 0.4, -0.5], [0.0, 0.0, -0.3], [0.1, 0.2, 0.0], [0.2, -0.2, -0.2], [0.5, 0.5, -0.3], [0.1, 0.1, 0.2], [0.2, 0.0, 0.0], [0.3, 0.4, 0.0], [0.0, 0.0, 0.2], [0.0, 0.5, 0.9], [-1.0, 1.0, -1.3], [-0.1, -0.7, -1.1], [0.8, -2.4, 0.6], [-0.2, 0.2, -0.9], [-0.4, 0.3, 0.3], [0.2, 0.0, -0.1], [-0.1, 0.7, 0.3], [0.5, 0.5, 0.4], [-0.2, -0.3, 0.9], [0.4, 0.5, -0.2], [0.2, -0.3, 0.1], [1.0, 0.4, -0.3], [-0.7, 0.4, 0.9], [-2.7, 0.0, 0.1], [0.1, -1.3, 0.0], [0.3, 0.2, -0.8], [0.2, 0.4, 0.4], [1.8, 0.0, -0.3], [0.5, -0.4, -0.2], [-0.6, 0.4, 0.1], [-0.5, 0.1, 0.4], [-0.3, 1.8, 0.8], [1.0, -1.1, 0.2], [-0.1, -0.2, 0.1], [0.0, 0.1, 0.0], [0.3, -0.2, 0.1], [0.1, -0.8, -0.7], [-0.6, 0.4, -1.0], [0.1, 0.0, 0.0], [0.7, 0.8, -0.3], [1.1, 0.5, -1.8], [-1.6, -0.2, 1.2], [-0.2, -0.1, 0.3], [0.2, -0.6, 0.0], [-0.1, 0.0, 0.2], [0.2, 0.0, -0.7], [0.0, -0.7, 0.5], [-0.4, 0.3, 0.7]]
}